Below is a gas-phase ion, C2HN2 (charge +1) in a non-equilibrium geometry, with properties calculated with ωB97M-V with the def2-TZVPD basis set.

```
5
Properties=species:S:1:pos:R:3
C 0.4845 -0.3888 -1.1682
N -0.0724 0.0074 -0.2450
C -0.6036 0.3352 1.1637
N -0.9302 0.7167 2.1642
H 1.1217 -0.6705 -1.9148
```

Values from the calculation:
Energy above the lowest of the compared OMol25 structures with the same formula, charge and spin: 116.6 kJ/mol
Energy: -185.87178 Ha
Lowest unoccupied orbital energy: -7.161 eV
Net charge: +1
HOMO-LUMO gap: 12.104 eV
Spin multiplicity: 1

Electronic structure analysis, Mulliken charges in units of e: 0.23 0.11 0.20 0.00 0.46

Below is a gas-phase ion, C5H5N2O3 (charge -1) in a non-equilibrium geometry, with properties calculated with ωB97M-V with the def2-TZVPD basis set.

```
15
Properties=species:S:1:pos:R:3
C 2.4999 -0.3445 0.0808
O 1.5468 -0.0231 -0.9004
C 0.2288 0.0207 -0.4320
C -0.3999 1.2457 -0.2383
O 0.0327 2.4026 -0.3295
N -1.7810 1.1082 0.1180
C -2.3988 -0.0784 0.2309
N -1.8532 -1.2291 0.1292
C -0.4935 -1.3252 -0.1492
O 0.0739 -2.4131 -0.1591
H 3.4095 -0.6464 -0.4483
H 2.1603 -1.1720 0.7119
H 2.7280 0.5287 0.7140
H -2.2845 1.9799 0.2312
H -3.4691 -0.0540 0.4406
```

Values from the calculation:
Energy above the lowest of the compared OMol25 structures with the same formula, charge and spin: 18.8 kJ/mol
Energy: -528.81984 Ha
Lowest unoccupied orbital energy: 3.771 eV
Net charge: -1
HOMO-LUMO gap: 7.088 eV
Spin multiplicity: 1

Electronic structure analysis, Mulliken charges in units of e: -0.67 -0.48 0.04 0.32 -0.79 -0.07 0.10 -0.66 0.54 -0.64 0.23 0.27 0.22 0.23 0.35

Below is a single C5H7N molecule in a non-equilibrium geometry, with properties calculated with ωB97M-V with the def2-TZVPD basis set.

```
13
Properties=species:S:1:pos:R:3
C -0.6190 -1.6852 -1.2857
C -0.2114 -2.0884 -0.0866
N 0.7132 -1.3771 0.6668
C 0.6618 -0.1739 0.9917
C 0.2817 1.0327 1.1688
C 0.3320 2.1052 0.0677
H -1.2677 -2.3824 -1.7779
H -0.5625 -0.7041 -1.5278
H -0.2830 -3.0857 0.1693
H 0.0111 1.3272 2.2186
H -0.6547 2.5828 -0.0320
H 0.5346 1.4837 -0.7924
H 1.0638 2.9653 0.2193
```

Values from the calculation:
Energy above the lowest of the compared OMol25 structures with the same formula, charge and spin: 282.7 kJ/mol
Energy: -249.36556 Ha
Lowest unoccupied orbital energy: 0.864 eV
Net charge: 0
HOMO-LUMO gap: 9.359 eV
Spin multiplicity: 1

Electronic structure analysis, Mulliken charges in units of e: -0.74 0.01 -0.48 0.39 -0.28 -0.86 0.27 0.24 0.36 0.29 0.26 0.24 0.28

Below is a single C4H8ClNSi molecule in a non-equilibrium geometry, with properties calculated with ωB97M-V with the def2-TZVPD basis set.

```
15
Properties=species:S:1:pos:R:3
H 0.2367 3.5275 -0.4130
N 0.0891 2.6112 0.0110
C 0.0404 1.6293 -0.7745
Si -0.4294 -0.1730 -0.1784
C -1.7142 -0.0725 1.1791
Cl -1.4294 -0.6304 -1.9812
C 0.8987 -1.5260 0.0328
C 2.2228 -1.3747 -0.0605
H 0.3438 1.5504 -1.8012
H -2.5734 -0.4828 0.6066
H -1.6905 -0.6578 2.1077
H -2.0115 0.9065 1.6015
H 0.4555 -2.5764 -0.0093
H 2.7843 -2.3059 -0.0549
H 2.7771 -0.4255 -0.2656
```

Values from the calculation:
Energy above the lowest of the compared OMol25 structures with the same formula, charge and spin: 0.0 kJ/mol
Energy: -961.64985 Ha
Lowest unoccupied orbital energy: 0.811 eV
Net charge: 0
HOMO-LUMO gap: 10.194 eV
Spin multiplicity: 1

Electronic structure analysis, Mulliken charges in units of e: 0.24 -0.55 -0.18 0.67 -1.08 -0.34 -0.26 -0.57 0.39 0.28 0.35 0.34 0.22 0.25 0.24

Below is a molecular structure, C29H25AsIrN4O9 in a non-equilibrium geometry, with properties calculated with ωB97M-V with the def2-TZVPD basis set.

```
69
Properties=species:S:1:pos:R:3
Ir 0.2118 -0.7291 0.9862
C 0.6548 2.2213 1.6586
C -0.0996 2.7147 0.6271
C -1.4001 2.2204 0.3984
C -1.9365 1.2566 1.2100
C -1.1743 0.7314 2.2890
C 0.1308 1.2092 2.5019
H 1.6308 2.6384 1.8706
H 0.2987 3.4961 -0.0034
H -2.0009 2.6387 -0.3980
H -2.9640 0.9437 1.0761
H -1.6438 0.1203 3.0519
H 0.6534 0.9447 3.4133
O 2.2138 -1.6788 1.5215
C 2.7552 -0.8150 0.7827
N 1.9078 -0.0033 0.1429
C 2.6429 0.9908 -0.5790
O 2.1838 1.9015 -1.1912
C 4.0877 0.6255 -0.3570
C 5.2285 1.2343 -0.8271
C 6.4511 0.7114 -0.3999
C 6.5148 -0.3849 0.4552
C 5.3553 -1.0069 0.9159
C 4.1532 -0.4762 0.4925
H 5.1782 2.0833 -1.4955
H 7.3701 1.1757 -0.7310
H 7.4804 -0.7523 0.7746
H 5.3989 -1.8599 1.5802
C 1.8010 -4.2005 0.5274
As 0.7620 -2.8689 -0.3991
C -0.6405 -3.9653 -1.1164
C 1.7815 -2.3009 -1.9955
C 2.1657 -3.4826 -2.8239
C 1.3918 -3.8555 -3.9343
C 1.8023 -4.9124 -4.8114
C 2.9440 -5.6262 -4.5508
C 3.7035 -5.2852 -3.4335
C 3.3053 -4.2152 -2.5712
H 1.9497 -5.0666 -0.1172
H 1.2229 -4.4957 1.4032
H 2.7458 -3.7951 0.8692
H -0.1786 -4.8497 -1.5552
H -1.1996 -3.4095 -1.8640
H -1.3010 -4.2791 -0.3099
H 2.6449 -1.7553 -1.6226
H 1.0964 -1.6315 -2.5159
H 0.4803 -3.3102 -4.1578
H 1.2045 -5.1365 -5.6848
H 3.2430 -6.4421 -5.1936
H 4.6136 -5.8283 -3.2120
H 3.9295 -3.9616 -1.7228
O -7.0721 -3.7497 -0.5831
N -6.3213 -3.8078 0.3619
O -6.5137 -4.3957 1.4004
C -5.0359 -3.0982 0.2295
C -4.6958 -2.5302 -0.9985
C -3.4661 -1.9504 -1.1442
C -2.5124 -1.8657 -0.0937
O -1.4217 -1.2242 -0.2788
C -2.9281 -2.4699 1.1129
C -4.1780 -3.0700 1.2899
N -2.0249 -2.4934 2.2138
O -2.4121 -2.6314 3.3283
O -0.7655 -2.4145 1.9629
N -3.1135 -1.4426 -2.4805
O -3.9608 -0.8331 -3.0772
O -1.9998 -1.7059 -2.9077
H -5.3950 -2.5683 -1.8243
H -4.4476 -3.5225 2.2350
```

Values from the calculation:
Energy above the lowest of the compared OMol25 structures with the same formula, charge and spin: 319.3 kJ/mol
Energy: -4355.41783 Ha
Lowest unoccupied orbital energy (spin up / spin down): -7.332 / -10.678 eV
Net charge: +2
⟨S²⟩: 0.7735
HOMO-LUMO gap (spin up / spin down): 6.890 / 3.525 eV
Spin multiplicity: 2

Electronic structure analysis, Mulliken charges in units of e: 2.19 -0.53 -0.21 -0.62 -0.49 -0.58 -0.51 0.51 0.45 0.48 0.64 0.61 0.52 -0.80 0.74 0.48 -0.61 -0.55 0.29 -0.55 -0.54 -0.67 -0.60 0.44 0.54 0.44 0.46 0.55 -1.28 0.97 -1.20 -0.76 0.07 -0.06 -0.82 -0.41 -0.63 -0.17 0.49 0.43 0.36 0.71 0.20 0.49 0.27 0.67 0.53 0.46 0.46 0.45 0.50 -0.59 1.01 -0.58 -0.91 -0.54 -0.13 1.86 -1.91 -0.52 -0.41 0.80 -0.51 -0.63 0.96 -0.56 -0.50 0.66 0.67

Below is a single C7H14N2 molecule in a non-equilibrium geometry, with properties calculated with ωB97M-V with the def2-TZVPD basis set.

```
23
Properties=species:S:1:pos:R:3
C 1.0855 -1.0160 -1.6103
C 0.5525 -0.7485 -0.4305
C 1.1479 -1.1266 0.8386
C 1.7220 -0.2482 1.6797
N 2.3007 0.9457 1.2497
C -0.9744 -0.0105 -0.3103
C -1.1906 0.9233 -1.5052
C -1.0718 0.7523 0.9841
N -1.9155 -1.1084 -0.3074
H 2.0310 -1.5336 -1.6877
H 0.5825 -0.8209 -2.5452
H 0.8838 -2.1062 1.2168
H 2.1067 -0.5871 2.6372
H 1.8951 1.3086 0.3969
H 2.4096 1.6565 1.9566
H -0.3906 1.6562 -1.5739
H -1.2168 0.3671 -2.4414
H -2.1376 1.4532 -1.3943
H -0.6012 0.1528 1.8185
H -0.4709 1.6578 0.9820
H -2.1037 1.0183 1.2141
H -2.8690 -0.8558 -0.0796
H -1.7752 -1.7298 -1.0885
```

Values from the calculation:
Energy above the lowest of the compared OMol25 structures with the same formula, charge and spin: 154.6 kJ/mol
Energy: -384.57303 Ha
Lowest unoccupied orbital energy: 0.952 eV
Net charge: 0
HOMO-LUMO gap: 8.975 eV
Spin multiplicity: 1

Electronic structure analysis, Mulliken charges in units of e: -1.03 0.15 -0.74 -0.21 -0.49 1.79 -1.74 -1.60 -0.61 0.34 0.23 0.27 0.41 0.26 0.23 0.32 0.37 0.41 0.38 0.32 0.45 0.23 0.26